C16H15ClIrS | the ωB97M-V functional and the def2-TZVPD basis

```
! wB97M-V def2-TZVPD RIJCOSX def2/J DEFGRID3
* xyz 0 6
Ir -0.9980 0.4140 1.3236
Cl 0.2745 -1.5647 1.3837
S -0.1235 2.2183 2.2006
C -1.4013 0.1148 -1.8329
C 2.4112 -0.0342 0.1311
C 1.6230 0.9162 -1.8032
C 2.4305 -1.0150 -0.8742
C -1.4044 0.3456 3.8795
C -2.3555 -0.9998 -0.0701
C -2.5713 0.4346 0.1671
C 2.0167 -0.4207 -2.0838
C 1.0715 -0.4514 5.0122
C 1.7806 1.1803 -0.4186
C -1.8136 1.1316 -0.8898
C -0.1501 -0.9564 5.4720
C -1.7655 -1.1612 -1.3663
C 1.0900 0.4956 3.9951
C -1.3701 -0.6162 4.8910
C -0.1613 0.9257 3.4837
H 1.9851 0.7549 3.4580
H -1.7750 -2.1004 -1.9882
H -3.0982 0.9131 0.9510
H 2.0133 -0.8944 -3.0368
H 1.7913 2.1647 0.1180
H -1.0244 0.3064 -2.8817
H -0.1578 -1.5934 6.3512
H 2.6408 -0.1181 1.2331
H -2.3051 -1.0635 5.1918
H 2.8061 -1.9934 -0.7528
H 2.0140 -0.7727 5.4267
H -2.8166 -1.8138 0.4807
H 1.3614 1.6423 -2.5521
H -1.9402 2.1949 -1.1352
H -2.2606 0.4580 3.2283
*
```

Properties
LUMO energy (spin up / spin down) ... 0.016 / -0.077 Eh
E_HOMO (spin up / spin down) ... -6.80 / -7.68 eV

Atomic partial charges in e from the Löwdin method, atoms 1 to 5: 0.919 0.130 0.569 -0.122 -0.163

C16H15F18N8O12S6Zn | the ωB97M-V functional and the def2-TZVPD basis

```
! wB97M-V def2-TZVPD RIJCOSX def2/J DEFGRID3
* xyz -1 1
Zn -0.2510 -2.8305 2.0956
S 1.4013 0.8742 0.3976
S 1.0500 10.9399 3.6697
S -1.6536 -6.7464 3.9364
S -1.9683 -6.7548 1.3954
S 1.9763 -1.2549 -1.0796
S 0.1985 8.7698 2.3889
F 3.1261 2.0396 2.2452
F 0.5203 -7.8622 1.7251
F -0.9876 -9.3011 1.4632
F -1.7509 11.0604 4.1040
F 2.2077 7.4255 3.5137
F 0.1042 0.2361 -2.5833
F 3.1574 -0.0939 2.2232
F 1.4474 -1.1393 -3.6780
F 1.8801 7.0257 1.4146
F 2.9294 8.7763 2.0933
F -3.6714 -6.7270 5.8997
F 4.1219 0.9073 0.6567
F -0.6248 12.8216 4.5239
F -0.6938 11.0792 5.9086
F -0.4576 -8.1256 -0.2938
F -3.3402 -4.7703 4.7654
F -0.1154 -2.0169 -2.4857
F -4.3719 -6.5152 3.8498
O 3.1882 -0.4594 -1.3639
O -0.4795 8.6643 3.6780
O 0.4154 1.4920 1.2683
O -3.2402 -7.3913 1.6762
O 2.2703 -2.6733 -0.9582
O 1.6165 1.6606 -0.7491
O 1.7797 12.2348 3.4952
O -0.6185 8.2200 1.3295
O -0.6709 -6.5289 4.9961
O -2.0001 -5.9097 0.1925
O 1.7286 9.9738 4.5335
O -1.8692 -8.1600 3.6558
N 1.2183 -0.8828 0.2486
N -4.0510 4.5710 1.2473
N 8.1081 -4.2653 0.9169
N -1.4268 -5.8229 2.4742
N -3.5404 -1.9327 0.5850
N 0.5206 10.2975 2.0436
N 0.4747 -5.1812 -6.7002
N -0.7070 -0.0871 -8.4603
C 3.0752 0.9666 1.4463
C 0.7005 -1.0305 -2.5562
C -3.7456 4.1241 0.2434
C 0.6878 -6.7978 -4.7172
C -1.3017 0.6379 -7.8104
C -0.6499 -8.1219 1.0408
C -3.3867 -6.0975 4.6879
C -3.2527 3.6585 -1.0718
C -4.1737 -2.1409 -0.3630
C -2.0090 1.5714 -6.9237
C 0.5599 -5.8759 -5.8247
C -0.6326 11.4973 4.6268
C -5.0386 -2.4635 -1.5811
C 1.9222 7.9584 2.3380
C 8.0155 -3.3085 0.2964
C 8.0072 -2.1559 -0.5658
H -5.2287 -3.5053 -1.8390
H -5.9925 -2.0675 -1.2329
H 8.1116 -1.1964 -0.0592
H -2.6036 1.1366 -6.1202
H -2.2801 4.1455 -1.1427
H -3.1846 2.5748 -1.1672
H 7.0342 -2.2098 -1.0543
H -3.9374 4.2105 -1.7157
H -4.7416 -2.0724 -2.5542
H 1.6391 -6.6927 -4.1954
H -2.7162 2.1861 -7.4806
H 8.8589 -2.2793 -1.2347
H 0.9673 -7.7535 -5.1605
H -1.3991 2.3029 -6.3935
H -0.2564 -6.8381 -4.1741
*
```

Properties
LUMO energy ... -0.220 Eh
E_HOMO ... -7.14 eV

Atomic partial charges in e from the Löwdin method, atoms 1 to 5: 1.205 0.648 0.755 0.694 0.511

C16H15N4O8S | the ωB97M-V functional and the def2-TZVPD basis

```
! wB97M-V def2-TZVPD RIJCOSX def2/J DEFGRID3
* xyz -1 1
S -2.8320 0.6441 1.1993
O 0.6574 -0.9495 -1.6005
O 0.6185 -2.0453 0.4465
O -4.8592 -5.7011 1.4298
O -4.0836 -3.8604 2.3521
O 1.6501 2.4243 1.3109
O 4.3929 2.7089 -2.2837
O -0.2540 -3.7856 1.5524
O 1.5468 4.9593 -0.3361
N 0.6047 1.4636 -0.4679
N -2.6678 -5.2685 1.1752
N 2.4701 4.2164 -1.0550
N -1.4191 -1.1499 -0.3770
C 2.4381 2.9515 -0.8788
C -3.0349 -2.9106 2.5585
C 5.0895 1.7267 -2.8686
C -1.6543 -2.0592 0.6188
C -0.3685 -2.7544 0.9141
C -3.9036 -4.9855 1.6289
C 1.5359 2.2480 0.1166
C 1.7166 6.3312 -0.6007
C 3.4161 0.7592 -1.7812
C -0.1016 0.4463 0.2408
C -2.7866 -2.0507 1.3567
C 3.3663 2.1256 -1.6140
C -3.7465 -0.9655 1.0357
C 4.5370 0.5097 -2.6008
C 0.0984 -0.9566 -0.4986
C -1.5927 0.2771 -0.0779
H 0.7345 1.1951 -1.4421
H 0.1337 0.4648 1.3033
H -1.8800 0.8083 -0.9897
H 2.7048 6.6752 -0.2819
H -2.1172 -3.4059 2.8884
H -2.5722 -6.1223 0.6552
H -3.4156 -2.2869 3.3751
H 1.5890 6.5456 -1.6661
H 4.8789 -0.4459 -2.9414
H -4.0977 -0.9998 0.0046
H 0.9435 6.8340 -0.0229
H 2.7232 0.0243 -1.4183
H 5.9504 2.0128 -3.4419
H -4.5837 -0.9174 1.7253
H -1.8255 -4.7311 1.3570
*
```

Properties
LUMO energy ... 0.101 Eh
E_HOMO ... -5.48 eV
SMILES string ... CO/N=C(\C(=O)N[C@H]1[C@@H]2SCC(COC(N)=O)=C3C(=O)O[C@@]1([O-])N32)c1ccco1

Atomic partial charges in e from the Löwdin method, atoms 1 to 5: 0.903 -0.017 0.142 0.052 0.017

C16H16As2Br4O2Pt | the ωB97M-V functional and the def2-TZVPD basis

```
! wB97M-V def2-TZVPD RIJCOSX def2/J DEFGRID3
* xyz 2 1
Pt -0.4724 -0.4384 -1.3349
Br -6.8831 2.4970 -1.5856
Br -4.9737 5.1420 -1.7607
Br -1.6954 4.8398 -1.7823
Br -5.6086 -0.5184 -1.2882
As 1.8815 -0.5607 -1.3039
As -0.4377 -1.0615 1.0346
O -2.6144 -0.2795 -1.3462
O -1.0399 1.8710 -1.5956
C 3.1297 -0.9407 3.2034
C -4.1804 3.4773 -1.6667
C 4.1027 -0.8238 2.2168
C 1.7885 -0.9880 2.8525
C 1.4199 -0.9161 1.5115
C -2.2318 2.0686 -1.5949
C -0.8400 -2.9357 1.2293
C -1.4084 -0.2054 2.4587
C -2.8449 3.3812 -1.6735
C -3.1407 0.8298 -1.4664
C 2.3843 -0.7683 0.5339
C -4.5581 1.0126 -1.4680
C -5.0584 2.2635 -1.5729
C 2.5910 1.1595 -1.7926
C 3.7311 -0.7388 0.8835
C 2.9068 -1.8839 -2.2462
H 3.4150 -0.9964 4.2450
H -2.4282 0.0030 2.1411
H 3.6419 1.2114 -1.5140
H -1.9122 -3.0876 1.1190
H 2.5329 -2.0040 -3.2608
H -0.5214 -3.2555 2.2207
H 1.0398 -1.1001 3.6274
H 2.4898 1.3138 -2.8655
H 4.4956 -0.6353 0.1226
H -0.9141 0.7200 2.7419
H -1.4300 -0.9118 3.2861
H 5.1496 -0.7930 2.4867
H 2.0258 1.9234 -1.2630
H -0.3111 -3.4990 0.4659
H 3.9389 -1.5398 -2.2795
H 2.8401 -2.8321 -1.7192
*
```

Properties
LUMO energy ... -0.317 Eh
E_HOMO ... -14.73 eV

Atomic partial charges in e from the Löwdin method, atoms 1 to 5: 0.682 0.924 0.897 0.902 0.893

C16H16BIrN9O7 | the ωB97M-V functional and the def2-TZVPD basis

```
! wB97M-V def2-TZVPD RIJCOSX def2/J DEFGRID3
* xyz 2 6
Ir -0.5149 0.8767 0.2187
O -0.2295 2.4819 1.3770
O 5.4770 0.8916 5.1835
O 1.2070 0.2346 0.6219
O 3.8671 2.2413 5.8240
O 4.8163 -1.3182 0.5256
O 2.6785 -1.7817 0.2144
O 0.2265 3.3857 3.3224
N 0.4122 2.4281 2.5668
N 3.5887 -1.0887 0.7429
N -1.6185 1.3542 -1.2903
N -2.3160 -1.8816 -2.3437
N 4.3693 1.4304 4.9939
N -2.6529 0.6924 -1.9814
N -1.0305 -1.9031 -1.8817
N -3.1633 -0.8155 -0.0556
N -2.1174 -0.2493 0.6990
C 1.8265 0.4723 1.7615
C 2.3423 1.7672 3.7771
C -2.4012 -0.3946 2.0394
C 1.3710 1.3889 2.8203
C -0.3839 -2.9082 -2.4486
C -2.4733 -2.9023 -3.2698
C 4.0458 0.2412 2.8052
C -4.1426 -1.1205 0.8262
C 3.2037 -0.0448 1.7392
C -2.4895 2.8314 -2.7080
C 2.9733 -0.6653 -3.2731
C -1.4881 2.6639 -1.7493
C -3.6980 -0.8735 2.1344
C 3.5947 1.1287 3.8089
C -3.2379 1.6335 -2.7503
C -1.2436 -3.6229 -3.3100
B -3.1840 -0.7286 -1.6229
H 2.6838 0.2698 -2.7754
H -1.6325 -0.1745 2.7743
H -0.7060 3.3249 -1.3564
H 0.6779 -3.1110 -2.2912
H 3.4103 -0.4034 -4.2532
H -4.2412 -0.9866 3.0645
H -4.3053 -0.8347 -2.0448
H -2.6673 3.7343 -3.2470
H 2.0357 -1.2272 -3.4284
H -0.9860 -4.5256 -3.8509
H 5.0119 -0.2543 2.9173
H -4.1814 1.4052 -3.2119
H 2.1636 2.6556 4.3922
H 3.6355 -1.1853 -2.6234
H -3.3928 -3.1187 -3.8500
H -5.1211 -1.4137 0.4667
*
```

Properties
LUMO energy (spin up / spin down) ... -0.291 / -0.381 Eh
E_HOMO (spin up / spin down) ... -13.63 / -15.19 eV

Atomic partial charges in e from the Löwdin method, atoms 1 to 5: 1.581 -0.188 0.113 -0.253 0.075

C16H16CaCl5F5O4 | the ωB97M-V functional and the def2-TZVPD basis

```
! wB97M-V def2-TZVPD RIJCOSX def2/J DEFGRID3
* xyz 0 1
Ca 10.0369 -7.4920 3.4416
Cl 7.3166 -9.0034 2.4882
Cl 9.1249 -8.1306 7.5271
Cl 5.5132 -11.4529 3.6296
Cl 5.8679 -12.3550 6.6025
Cl 7.7363 -10.8173 8.5483
F 6.0473 -6.3005 3.4213
F 8.4124 -5.1120 4.4780
F 5.9758 -4.1423 4.0224
F 6.0349 -4.6096 1.9663
F 8.5621 -6.0204 2.4948
O 11.7718 -6.2147 4.2495
O 10.8857 -9.3334 1.9545
O 11.9696 -9.0092 4.3136
O 11.2568 -6.6562 1.6850
C 8.0360 -4.8992 3.1761
C 12.7409 -8.2039 5.2426
C 11.9498 -5.0849 3.3486
C 6.5941 -10.6332 4.6708
C 8.1997 -9.1173 6.4547
C 7.3628 -9.5395 4.2151
C 12.1333 -5.5196 1.9356
C 12.6794 -9.9112 3.4789
C 11.0757 -8.7615 0.6284
C 6.7520 -11.0348 6.0359
C 7.5812 -10.2929 6.9268
C 8.2063 -8.8662 5.0874
C 11.7236 -10.4123 2.4206
C 11.9827 -7.5878 0.7821
C 6.4967 -5.0300 3.1517
C 13.0161 -6.8251 4.7569
H 13.6552 -8.7466 5.5146
H 11.8656 -4.6406 1.2971
H 12.7711 -4.4273 3.6773
H 13.0073 -10.8167 4.0222
H 11.0362 -11.1544 2.8944
H 12.1237 -8.1534 6.1501
H 12.2405 -10.9063 1.5917
H 10.0862 -8.3918 0.3107
H 11.0161 -4.4657 3.4653
H 12.9505 -7.8649 1.2579
H 12.1106 -7.1247 -0.1795
H 13.1816 -5.8388 1.7552
H 13.5715 -9.4260 3.0127
H 13.7419 -6.8426 3.9154
H 11.4245 -9.4984 -0.1011
H 13.4083 -6.1982 5.5518
*
```

Properties
LUMO energy ... -0.021 Eh
E_HOMO ... -6.25 eV

Atomic partial charges in e from the Löwdin method, atoms 1 to 5: 1.434 0.607 0.635 0.668 0.684

Here are the calculated max |F| numbers, same order: 0.0929, 0.1338, 0.0214, 0.0322, 0.1055, 0.0636 (Eh/bohr).
Here are the calculated relative energy (zero: lowest compared OMol25 entry of this formula, charge and spin) numbers, same order: 14.58, 0.00, 0.00, 27.58, 58.50, 0.00 (kcal per mole).